[1]
Density functional theory data (ωB97M-V/def2-TZVPD) for C41H42AlP2Si2 as an isolated structure.

Strongest force on any atom   0.012 hartree/bohr
HOMO-LUMO gap   8.0 eV
Net charge   +1
Spin multiplicity   1
E_HOMO   -10.6 eV

Cartesian coordinates (Å):
C  -0.30  4.06  -0.42
H  -1.59  1.55  -0.48
H  2.26  2.48  -5.66
H  1.06  -1.85  -4.76
C  1.61  0.95  -2.68
H  0.57  2.69  2.55
C  4.67  2.75  2.35
C  -4.25  -0.56  -0.44
H  2.87  -2.83  -2.40
C  -0.97  -2.41  -5.01
Si  1.45  -0.83  -2.01
C  -0.04  -1.55  -2.93
C  0.87  -0.54  2.17
H  6.25  0.99  -0.07
H  -4.51  -1.61  -0.43
H  -2.10  5.93  1.76
H  3.98  0.94  -0.98
Si  0.44  -1.78  3.51
C  3.11  2.07  0.64
H  6.71  2.16  2.06
P  -1.55  -1.34  -0.58
C  -3.21  -4.02  1.98
H  -0.96  4.42  3.36
C  0.11  3.37  1.84
P  1.46  1.90  -0.09
H  -1.69  5.67  -0.67
C  5.71  2.13  1.66
C  1.80  1.14  -4.06
C  -1.30  -1.48  4.15
C  -1.41  5.17  1.40
C  -2.92  -0.15  -0.47
C  -4.96  1.74  -0.43
H  -1.28  -1.41  5.24
H  2.60  3.22  2.39
C  2.99  -1.75  -2.51
C  -1.30  -1.72  -2.34
C  2.14  3.32  -2.39
C  0.10  -1.92  -4.27
H  0.35  -4.26  3.64
H  -1.94  -6.24  -0.24
H  -1.26  -4.16  -1.36
H  -3.09  -1.89  1.80
C  0.38  3.24  0.47
C  -2.62  1.20  -0.47
C  -2.14  -2.88  0.15
H  -0.83  -2.69  -6.04
H  0.07  -3.71  1.99
C  -2.89  -5.24  1.40
H  1.46  -0.46  5.33
H  -1.98  -2.29  3.90
C  0.66  -3.53  2.90
C  -1.81  -4.11  -0.42
C  -0.77  4.33  2.30
C  -2.22  -2.56  -4.41
Al  0.65  -0.45  0.25
H  3.24  -1.53  -3.55
H  1.49  -2.18  5.73
H  -0.14  3.97  -1.49
C  1.75  2.08  -1.86
C  -2.19  -5.29  0.21
H  -5.75  2.48  -0.41
H  2.66  -1.53  4.59
C  -5.27  0.39  -0.42
H  0.43  0.41  2.49
H  -1.73  -0.55  3.76
H  1.71  -3.72  2.66
C  -2.38  -2.22  -3.08
H  -3.38  3.20  -0.44
H  -3.05  -2.94  -4.98
C  2.13  2.37  -4.59
H  -3.34  -2.35  -2.61
H  2.28  4.17  -1.73
H  4.87  3.27  3.28
H  2.63  4.42  -4.16
H  3.85  -1.45  -1.90
C  2.33  3.46  -3.75
H  -3.19  -6.16  1.89
C  1.62  -1.46  4.92
C  -1.18  5.03  0.04
H  1.69  0.30  -4.73
C  4.16  1.44  -0.04
C  -3.63  2.15  -0.45
H  -6.30  0.07  -0.40
C  3.38  2.72  1.84
H  -3.76  -3.99  2.91
C  5.45  1.47  0.47
H  1.96  -0.37  2.29
C  -2.83  -2.84  1.36

Atom charges from the Mulliken analysis, given in e for atoms 1 to 4: -0.269, -0.098, 0.445, 0.364

---

[2]
Density functional theory data (ωB97M-V/def2-TZVPD) for C41H42BrN15SeSiTi as an isolated structure at a distorted geometry.

Strongest force on any atom   0.041 hartree/bohr
HOMO-LUMO gap   5.5 eV
Net charge   +2
Spin multiplicity   1
E_HOMO   -12.8 eV

Cartesian coordinates (Å):
H  4.85  -3.55  -3.25
C  -0.36  -1.31  3.12
N  -3.26  2.61  -3.49
C  2.99  -1.66  -2.44
H  -2.75  -2.18  1.50
C  -2.57  2.23  -4.71
C  -1.54  -0.55  2.81
C  -3.65  0.12  -4.69
H  -4.24  0.43  -5.55
H  -3.16  2.53  -5.57
H  1.18  -3.52  -5.48
Se  0.51  1.91  2.14
C  3.39  0.86  1.54
H  -1.65  5.83  2.74
H  0.45  -3.73  -3.20
C  -2.47  2.20  -2.35
C  1.00  -2.95  -2.70
C  3.14  -0.11  -0.51
N  0.11  1.09  -0.79
C  -3.35  -3.21  -0.29
H  -3.00  2.50  -1.43
H  1.70  -3.45  0.98
H  -1.95  4.67  1.46
H  5.82  -4.94  -5.07
H  2.35  -4.93  -7.19
C  0.46  -2.28  -1.61
C  -4.55  1.92  -3.44
H  2.17  -0.71  4.24
N  1.52  2.13  -2.45
H  4.38  -1.68  4.74
C  -2.47  -2.47  0.49
C  -1.44  4.82  2.40
H  1.35  5.74  4.22
H  -5.08  2.20  -2.53
C  -0.90  -2.57  -1.16
H  -4.42  1.68  1.69
C  4.26  -3.14  3.17
N  1.16  -1.38  -0.90
C  -2.53  0.80  1.20
C  2.30  -2.66  -3.13
C  4.80  -4.60  -5.12
H  -1.60  2.74  -4.75
H  -1.86  4.13  3.13
N  3.50  1.60  -3.77
H  -3.50  -0.96  -4.72
H  -0.60  0.90  -3.63
H  -2.60  -0.82  4.66
H  -4.47  0.66  3.97
N  -2.24  0.75  -2.32
H  4.73  0.42  -1.92
H  -5.15  2.22  -4.31
H  2.17  4.41  0.41
H  3.97  -1.36  -2.76
Br  5.95  -3.90  3.55
C  4.35  0.49  -0.91
C  -3.65  0.46  3.30
Ti  0.32  -0.04  0.70
H  -1.50  2.71  -2.38
C  1.24  4.95  0.55
C  2.28  -3.06  1.80
C  3.49  -3.64  2.13
C  0.85  1.54  -1.61
N  -1.26  -2.13  0.06
N  4.11  -4.97  -6.17
C  2.40  -1.07  -1.34
N  -4.36  0.47  -3.47
H  -1.41  -0.69  -3.61
C  -1.57  0.40  -3.59
N  -1.51  0.05  1.59
H  -0.27  -1.79  4.10
H  -4.33  -3.49  0.08
H  -1.59  -3.64  -2.94
H  5.26  1.91  1.83
H  -4.09  0.33  -1.41
C  2.21  -3.83  -5.34
C  2.55  -1.53  3.65
H  3.84  -4.50  1.58
C  -1.82  -3.30  -1.94
H  0.58  4.71  -0.28
N  -3.02  -3.60  -1.51
N  5.06  1.22  -0.08
H  2.55  4.62  3.59
H  3.00  1.04  2.54
C  1.49  4.75  3.80
C  -3.63  1.03  2.02
C  3.79  -2.07  3.93
H  1.20  4.02  4.55
H  -2.43  1.24  0.22
N  0.58  -1.38  2.24
C  -2.61  -0.35  3.69
C  4.26  -3.82  -4.11
N  -2.35  0.79  -4.75
N  2.63  0.16  0.70
Si  0.44  4.53  2.23
H  1.47  6.01  0.48
C  -3.55  0.08  -2.33
C  1.80  -2.00  2.57
H  -3.39  -1.00  -2.38
C  2.85  -4.60  -6.30
C  2.92  -3.43  -4.21
C  2.57  1.86  -3.16
C  4.62  1.36  1.15

Atom charges from the Mulliken analysis, given in e for atoms 1 to 4: 0.491, -0.576, 0.058, -0.363

---

[3]
Density functional theory data (ωB97M-V/def2-TZVPD) for C41H42CsN8O2PS as an isolated structure.

Strongest force on any atom   0.013 hartree/bohr
HOMO-LUMO gap   4.7 eV
Spin multiplicity   1
E_HOMO   -5.1 eV

Cartesian coordinates (Å):
C  -0.07  5.07  0.08
C  3.46  -3.05  4.38
H  0.83  4.47  3.34
C  -2.71  1.54  3.58
Cs  -0.09  -0.91  1.02
S  -0.70  -4.29  1.25
H  -4.65  -1.06  2.62
C  -0.10  -3.99  -2.75
C  4.22  1.20  4.14
C  2.16  1.43  3.00
C  -1.53  -4.51  -4.68
H  2.52  2.33  -0.47
C  2.28  -0.97  -2.26
H  1.19  -1.09  -2.33
H  -4.91  -0.20  -2.44
N  1.96  0.11  2.94
N  -2.31  0.95  1.31
C  -0.91  -4.35  -0.51
C  -0.91  0.58  -4.93
C  4.04  -0.16  4.09
N  -2.60  -1.27  -0.59
C  -3.48  -0.69  0.10
C  -1.59  -0.59  -5.24
H  0.67  -3.66  -3.43
C  0.02  4.66  2.63
H  5.11  1.62  4.60
H  -1.93  5.63  1.00
C  2.70  -2.15  3.44
H  2.79  -3.81  4.79
H  -1.74  0.84  -1.66
C  0.37  4.17  1.21
H  -0.45  2.01  -3.40
O  -4.71  -0.49  -0.41
H  5.05  -0.75  -0.94
C  0.29  5.95  -2.13
C  0.10  -3.95  -1.38
C  4.53  0.20  -1.03
H  4.29  -3.58  3.90
C  3.25  2.04  3.58
H  3.34  3.11  3.60
C  -0.93  6.61  -2.08
H  4.80  -0.81  4.49
H  3.86  -2.50  5.23
P  2.74  -0.07  -0.72
H  1.38  2.03  2.53
C  -2.38  -0.75  -2.97
C  -0.98  1.09  -3.64
N  1.34  -6.03  1.64
O  -1.10  3.82  3.02
C  -3.22  -0.01  1.41
H  -2.83  -2.17  -4.51
H  2.63  -0.45  -3.15
H  -2.89  -5.17  -0.35
H  1.66  4.66  -1.11
C  2.11  1.61  -1.17
N  -0.33  2.87  1.12
H  1.45  4.00  1.13
C  1.09  -4.64  1.35
C  -1.72  6.50  -0.94
H  -0.34  1.09  -5.70
C  -3.18  -1.49  -1.92
H  -3.14  -2.55  -2.15
H  4.72  0.62  -2.02
C  -1.70  0.43  -2.66
C  -2.12  -4.83  -1.02
H  2.32  -4.55  2.99
N  1.86  -2.64  2.57
H  1.47  -6.56  0.79
C  -2.08  1.73  2.36
N  -1.70  -4.54  -5.82
H  -3.24  -5.29  -2.79
C  -1.12  2.82  2.11
C  -2.31  -4.90  -2.39
H  4.93  0.87  -0.27
H  -1.54  -1.01  -6.24
H  2.41  1.88  -2.18
C  -2.32  -1.25  -4.26
H  -0.29  5.70  2.69
H  -2.68  7.01  -0.89
C  2.89  -0.71  3.49
H  2.72  -1.97  -2.23
H  -2.48  2.19  4.42
H  -4.13  0.32  4.63
H  1.05  -3.65  -0.94
C  -4.64  -1.01  -1.76
C  -3.91  -0.27  2.58
H  1.02  1.66  -1.08
N  1.71  -3.93  2.47
C  -3.63  0.51  3.69
H  -1.26  7.22  -2.91
H  0.63  -6.49  2.20
H  0.91  6.04  -3.01
C  -1.30  5.73  0.13
H  -5.37  -1.82  -1.85
C  -1.31  -4.47  -3.26
C  0.71  5.18  -1.06

Atom charges from the Mulliken analysis, given in e for atoms 1 to 4: 0.029, -1.929, 0.266, -0.810

---

[4]
Density functional theory data (ωB97M-V/def2-TZVPD) for C41H42N3O6PPbS3 as an isolated structure at a distorted geometry.

Strongest force on any atom   0.105 hartree/bohr
HOMO-LUMO gap (alpha / beta)   3.5 / 3.5 eV
Spin multiplicity   1
E_HOMO (alpha / beta)   -7.3 / -7.3 eV

Cartesian coordinates (Å):
C  17.58  18.04  13.21
C  18.75  20.08  12.82
H  6.13  19.39  14.32
C  14.22  9.51  12.41
H  12.75  17.83  20.06
C  17.86  20.45  11.80
H  15.29  8.92  7.96
H  12.70  18.32  9.82
S  17.14  12.90  12.39
H  9.39  17.69  18.13
O  11.93  20.96  18.24
C  14.20  15.93  17.43
C  12.95  19.04  11.77
C  9.07  18.53  17.50
O  16.73  12.71  16.23
H  5.45  18.80  15.90
C  16.81  19.59  11.52
Pb  15.40  14.37  15.20
S  13.69  13.03  12.41
C  13.51  16.30  18.78
C  19.18  16.39  17.42
H  14.08  18.43  19.03
N  18.12  16.44  14.92
C  9.86  19.64  17.40
C  15.09  9.95  8.38
H  13.90  19.50  11.57
C  17.35  12.92  17.31
H  5.62  20.55  15.62
C  15.52  10.29  9.72
C  16.69  18.42  12.24
H  16.03  9.54  10.34
H  16.52  11.20  18.33
H  19.71  16.01  18.25
H  14.02  15.89  19.63
C  16.28  8.65  14.12
C  7.88  18.48  16.80
S  11.28  19.67  18.51
H  18.65  14.11  18.59
C  14.10  8.33  13.10
H  9.44  17.35  12.43
O  10.89  19.39  19.85
C  14.50  12.49  9.45
H  14.23  13.48  9.82
O  16.27  16.10  13.56
C  9.44  20.79  16.68
H  7.84  21.55  15.49
H  13.23  7.65  12.99
H  16.10  19.87  10.81
C  12.29  18.35  10.84
C  13.15  17.76  19.08
H  14.98  7.00  14.54
C  12.92  19.92  14.17
C  11.07  17.72  11.04
H  13.49  9.78  11.58
C  17.42  11.86  18.37
H  7.22  17.60  16.78
C  16.34  9.92  13.50
H  12.61  18.17  17.23
C  17.27  16.80  13.91
H  14.12  10.70  6.56
H  19.81  16.76  16.61
C  15.22  11.54  10.27
C  11.16  18.38  13.28
C  12.36  19.08  13.05
H  18.11  21.31  11.19
H  18.58  17.24  17.77
H  13.47  12.76  7.59
C  10.45  17.78  12.25
C  15.10  7.94  14.01
H  13.22  20.88  13.84
H  18.34  11.24  18.34
H  10.65  17.25  10.12
N  17.61  15.48  15.68
C  7.43  19.56  16.11
P  15.38  12.03  12.03
H  13.81  19.31  14.50
C  14.40  10.89  7.63
H  9.97  21.76  16.74
C  18.20  14.12  17.60
H  10.86  18.41  14.32
H  12.27  19.97  15.04
N  12.06  18.23  18.11
H  19.45  18.57  14.19
H  12.52  15.84  18.70
H  17.47  12.33  19.38
O  14.13  16.78  16.52
H  17.02  8.26  14.73
H  17.17  10.61  13.61
C  18.29  15.27  16.86
H  19.58  20.74  13.08
H  15.80  17.74  12.00
C  6.11  19.54  15.46
C  18.70  18.86  13.44
C  8.18  20.78  16.07
C  14.10  12.15  8.19
O  14.75  14.76  17.42
C  15.28  10.40  12.74

Atom charges from the Mulliken analysis, given in e for atoms 1 to 4: 0.312, -0.477, 0.242, -0.156

---

[5]
Density functional theory data (ωB97M-V/def2-TZVPD) for C41H43ClN7O5Y as an isolated structure at a distorted geometry.

Strongest force on any atom   0.025 hartree/bohr
HOMO-LUMO gap   7.0 eV
Spin multiplicity   1
E_HOMO   -7.1 eV

Cartesian coordinates (Å):
H  2.50  -2.25  3.96
C  -2.45  3.02  0.57
H  1.44  0.96  1.63
H  4.90  -0.34  -3.43
H  0.82  -3.50  0.45
C  -4.05  3.27  -1.26
H  4.21  -2.01  2.52
C  -0.05  -1.31  -5.02
H  0.11  -1.37  4.61
C  0.66  0.33  -6.64
H  -1.61  4.82  1.32
H  2.27  -4.50  0.72
H  3.17  1.28  1.44
H  0.43  2.38  -6.04
H  4.58  -0.19  -1.71
H  0.90  -4.57  1.85
O  1.08  -1.25  0.68
H  -2.14  3.39  2.98
H  -4.47  5.31  -1.83
C  4.28  0.18  -2.70
H  -3.81  -2.17  3.28
C  1.48  -3.91  1.21
C  2.36  -3.16  3.38
C  1.89  -1.54  1.57
C  -2.31  4.38  0.62
C  -0.87  -0.59  -2.74
C  -1.14  1.67  3.75
C  -0.67  0.34  3.57
H  0.74  -1.79  -6.95
H  -1.28  -3.96  -1.31
H  -4.19  -0.56  -1.34
C  -1.71  2.44  2.68
H  4.07  3.58  -1.91
H  0.14  -0.28  6.84
C  -0.22  -0.34  4.74
C  -3.31  2.44  -0.40
N  -1.27  -1.95  -1.03
N  -1.78  2.11  1.43
O  -0.63  -0.24  2.43
C  -1.49  -3.14  -0.62
H  3.27  -3.77  3.46
H  2.74  -1.28  -3.12
C  -5.01  1.27  -2.19
C  4.02  -0.95  2.64
N  1.94  0.06  -1.81
N  -3.37  1.08  -0.47
C  -3.30  -2.91  2.68
Y  -1.27  -0.03  0.28
N  -0.83  -1.84  -2.36
H  5.60  1.88  -2.68
H  -0.19  -2.34  -4.71
N  2.67  -0.62  2.20
H  4.29  2.01  -3.82
H  -0.50  1.80  -3.81
N  2.04  -2.83  2.00
C  -4.93  2.63  -2.17
C  -2.05  -3.46  0.68
C  3.75  2.54  -1.81
H  -2.91  6.28  -0.20
H  1.73  3.35  -1.59
O  0.73  1.41  -0.50
C  -3.04  5.21  -0.26
H  -2.50  -6.22  2.63
C  -2.00  -4.79  1.11
C  2.83  -0.21  -2.93
C  1.58  1.28  -1.38
H  2.44  0.28  -3.83
C  -4.19  0.53  -1.32
C  -0.66  1.58  6.11
C  2.23  2.48  -2.01
C  4.54  1.68  -2.80
Cl  -0.64  2.32  7.69
H  2.01  2.47  -3.09
H  3.99  2.24  -0.79
O  -2.82  -1.24  1.08
C  -2.72  -2.49  1.47
C  -0.21  0.26  5.96
O  -1.25  0.41  -2.03
H  1.06  0.57  -7.61
H  -3.66  -4.52  4.04
H  -5.68  0.76  -2.87
C  -1.13  2.26  5.03
H  1.53  -3.72  3.82
C  2.41  0.80  2.07
C  -2.56  -5.19  2.31
H  -1.51  3.27  5.15
H  -5.52  3.24  -2.84
C  -3.90  4.68  -1.17
H  2.44  1.26  3.06
H  1.57  -0.72  -1.28
C  -0.39  -0.30  -4.13
H  4.17  -0.68  3.69
H  -1.51  -5.52  0.48
C  -0.22  1.03  -4.51
C  0.47  -1.00  -6.27
C  0.31  1.34  -5.76
C  -3.21  -4.22  3.09
H  4.74  -0.40  2.04

Atom charges from the Mulliken analysis, given in e for atoms 1 to 4: 0.527, 0.102, -0.285, 0.394